25
Properties=species:S:1:pos:R:3 method="wB97M-V/def2-TZVPD" total_charge=+1 lumo_ev="-5.15 / -3.61"
I 3.12 1.20 1.93
I 1.38 2.21 -0.87
S 2.29 -0.98 0.02
N -0.99 0.18 -2.47
N -0.02 -1.39 -1.13
C -0.56 0.73 2.61
C 0.05 1.88 3.36
C 1.65 0.60 0.50
C 1.09 -1.87 -0.78
C 1.23 -3.34 -0.84
C -2.02 1.19 -2.56
C -0.89 -0.51 -1.39
H -2.35 1.24 -3.63
H 0.72 -3.76 -1.65
H -0.29 0.35 -3.13
H -0.84 0.99 1.62
H 1.15 1.67 3.40
H -1.72 2.13 -2.02
H -1.89 -0.65 -0.79
H -0.04 2.76 2.67
H -0.67 -0.29 3.14
H 2.20 -3.68 -0.49
H -0.20 2.04 4.43
H -2.94 0.95 -1.96
H 0.56 -3.64 0.03

***

22
Properties=species:S:1:pos:R:3 method="wB97M-V/def2-TZVPD" total_charge=+1 lumo_ev=-5.13 smiles="C=[NH+]C[C@]1(C)CC[C@H]1I"
I -0.46 2.22 -2.40
N -1.29 0.80 1.35
C 1.31 -1.19 -0.64
C -1.62 1.68 2.22
C 0.91 0.94 -1.07
C 1.82 -0.11 -1.64
C 0.01 0.16 1.20
C 0.17 -0.24 -0.33
C -1.01 -0.75 -1.09
H 2.78 0.28 -1.67
H -1.61 -0.10 -1.60
H -2.54 2.32 2.12
H 1.65 -0.26 -2.69
H -0.81 1.80 3.04
H 0.00 -0.66 1.85
H 2.01 -1.38 0.19
H 0.86 0.74 1.41
H -0.76 -1.39 -1.93
H -1.79 -1.43 -0.52
H -1.96 0.71 0.60
H 1.25 1.90 -0.48
H 1.12 -2.14 -1.17

***

24
Properties=species:S:1:pos:R:3 method="wB97M-V/def2-TZVPD" lumo_ev="0.39 / 0.35"
Lu -0.28 -0.21 -0.77
P 1.45 0.36 -2.03
O 0.10 0.28 1.33
N 1.69 1.86 1.11
C -1.20 -2.31 -0.59
C 1.08 0.99 3.34
C -2.57 -0.40 -0.73
C -1.23 -1.85 -1.95
C -2.13 -0.71 -2.04
C 0.95 1.00 1.85
C -1.95 -1.36 0.17
H -2.40 -0.18 -2.96
H 2.49 1.18 -1.49
H -0.67 -3.18 -0.21
H -3.25 0.40 -0.45
H 2.38 2.48 1.56
H 2.30 -0.63 -2.61
H 1.50 1.98 0.12
H -0.75 -2.34 -2.80
H 1.27 1.10 -3.25
H -2.12 -1.40 1.25
H 1.38 -0.03 3.68
H 0.11 1.26 3.80
H 1.85 1.71 3.68

***

21
Properties=species:S:1:pos:R:3 method="wB97M-V/def2-TZVPD" total_charge=-1 multiplicity=2 lumo_ev="3.84 / 3.69"
N -1.24 -1.42 -0.99
C 1.68 0.21 1.79
C 0.53 0.33 -0.44
C -0.82 0.05 1.60
C -1.07 0.55 -2.56
C 1.62 0.42 3.07
C -0.29 -0.39 -1.60
C 0.35 0.15 0.94
H -1.75 -0.02 1.13
H -0.46 1.10 -3.19
H 1.63 0.01 -0.53
H 0.78 0.72 3.63
H -1.81 1.17 -2.10
H -1.66 0.04 -3.31
H 0.62 1.34 -0.66
H 2.69 0.03 1.28
H -0.90 -0.16 2.65
H -0.82 -2.18 -0.54
H 2.55 0.37 3.64
H 0.41 -0.83 -2.20
H -2.05 -1.50 -1.62

***

21
Properties=species:S:1:pos:R:3 method="wB97M-V/def2-TZVPD" total_charge=-1 multiplicity=2 lumo_ev="4.10 / 4.09"
N 0.58 1.66 -0.77
C 0.47 0.29 -0.60
C 2.03 -1.04 -2.10
C -1.98 1.24 1.13
C 0.82 -0.53 -1.81
C -0.69 0.58 1.57
C -0.04 -1.78 0.60
C -0.03 -0.28 0.51
H -0.08 -0.63 -2.45
H 1.25 2.13 -1.36
H -0.94 -0.06 2.41
H 0.47 2.19 0.09
H -2.56 0.41 0.66
H 2.43 -1.66 -2.87
H -2.62 1.46 2.01
H -2.04 2.14 0.53
H 2.71 -0.55 -1.40
H 0.78 -2.30 0.12
H 0.30 -2.23 1.56
H 0.11 1.21 1.95
H -0.97 -2.25 0.24

***

21
Properties=species:S:1:pos:R:3 method="wB97M-V/def2-TZVPD" total_charge=+1 multiplicity=2 lumo_ev="-3.40 / -6.80"
N 0.62 1.70 -1.04
C -1.25 0.58 -1.98
C 2.44 -0.18 1.04
C -0.20 0.63 -0.91
C -0.08 -0.26 0.13
C -1.86 -1.48 1.33
C -1.03 -1.33 0.29
C 0.94 -0.11 1.24
H 2.99 -0.52 1.90
H -0.86 -0.07 -2.78
H 0.65 0.74 1.89
H -1.50 1.51 -2.48
H -1.07 -2.00 -0.58
H -2.12 0.04 -1.63
H -1.75 -0.79 2.16
H 0.73 -0.87 2.00
H 0.21 2.60 -1.27
H 2.88 0.79 0.76
H 2.63 -0.78 0.14
H 1.39 1.73 -0.38
H -2.74 -2.09 1.22

***

22
Properties=species:S:1:pos:R:3 method="wB97M-V/def2-TZVPD" total_charge=+1 lumo_ev=-3.06 smiles="CCN=C=C[N+]1(C)CC1"
N 1.62 0.18 0.38
N -1.60 -0.80 1.14
C 1.09 -0.46 -0.89
C -0.60 -0.16 1.34
C 0.56 0.47 1.34
C 1.99 -1.17 -0.01
C 2.43 1.38 0.09
C -2.75 0.04 -0.94
C -2.83 -0.68 0.46
H -3.61 -0.21 -1.53
H 1.88 2.28 0.52
H -2.77 1.20 -0.93
H 3.38 1.31 0.66
H 1.59 -2.01 0.52
H 3.07 -1.22 -0.17
H 1.52 -0.06 -1.78
H 2.66 1.42 -1.02
H 0.06 -0.67 -1.04
H 0.89 1.14 2.08
H -3.48 -0.04 1.04
H -1.91 -0.30 -1.45
H -3.19 -1.65 0.20

***

22
Properties=species:S:1:pos:R:3 method="wB97M-V/def2-TZVPD" total_charge=+1 lumo_ev=-3.05
N 0.50 -0.31 -0.34
N 1.94 0.61 0.70
C -0.41 -1.36 -0.46
C -1.07 1.45 -0.05
C 0.00 0.96 -1.05
C 0.68 0.02 1.04
C 1.96 -0.36 -0.38
C -1.32 0.43 0.98
C -1.69 -0.93 0.28
H 0.01 -2.21 0.07
H -1.97 1.74 -0.53
H 0.70 1.78 -1.27
H -1.87 -1.74 1.08
H -2.49 -0.77 -0.36
H -0.42 -1.61 -1.51
H 2.62 0.71 1.48
H -0.34 0.79 -2.09
H 2.36 -1.44 -0.22
H -0.86 2.43 0.36
H 0.86 -0.96 1.75
H -1.68 0.72 1.89
H 2.46 0.05 -1.37

***

30
Properties=species:S:1:pos:R:3 method="wB97M-V/def2-TZVPD" total_charge=-1 lumo_ev=2.73 smiles="CC(=O)N[C@@H]1[C@@H](O)[C@H](O)[C@@H](OS(=O)(=O)[O-])N1C"
S 1.56 -2.06 3.12
O 1.25 -1.04 4.08
O 1.57 -1.20 1.65
O 0.42 -2.98 3.09
O 0.74 0.63 -3.29
O -1.80 -1.15 -1.74
O 2.87 -2.68 3.35
O -1.71 -2.25 1.41
N 0.37 0.56 0.70
N -0.29 1.41 -1.35
C -0.65 -1.64 0.61
C -0.80 2.47 -3.46
C 1.39 1.58 0.99
C 0.06 0.16 -0.72
C 0.05 1.44 -2.69
C -1.23 -0.67 -0.53
C 0.27 -0.73 1.46
H 1.04 2.20 1.80
H 0.05 -2.40 0.18
H -0.12 -0.23 2.41
H -1.76 2.76 -3.01
H -0.14 3.47 -3.56
H -1.32 -2.49 2.32
H -1.18 1.76 -1.10
H 0.91 -0.51 -1.11
H 2.27 1.06 1.33
H -1.94 0.02 -0.10
H -2.51 -1.75 -1.56
H -1.02 2.09 -4.41
H 1.67 2.18 0.13

***

23
Properties=species:S:1:pos:R:3 method="wB97M-V/def2-TZVPD" total_charge=+1 lumo_ev="-3.59 / -4.30"
S 1.36 1.60 0.31
N -2.40 -1.22 0.43
N -1.74 0.98 -0.33
C 2.11 -0.87 0.04
C -2.87 1.94 -0.21
C 3.23 -0.03 -0.30
C 2.98 1.29 -0.23
C 1.07 -0.09 0.39
C -1.74 -0.06 0.70
C 2.16 -2.36 -0.02
H 1.19 -2.79 0.19
H 2.88 -2.74 0.70
H -1.73 0.30 1.72
H -1.79 0.52 -1.25
H 3.62 2.13 -0.42
H 4.18 -0.44 -0.60
H -2.86 2.63 -1.06
H -2.48 -1.87 1.19
H -0.83 1.48 -0.27
H -3.81 1.40 -0.20
H -2.77 2.51 0.71
H -2.27 -1.65 -0.48
H 2.49 -2.67 -1.01

***

Total energy list, top to bottom, in eV: -37474.6410 -17051.0456 -53911.1259 -8955.9769 -8956.5755 -8951.2946 -10439.6547 -10438.9817 -35618.6096 -21274.8199